1.
Formula: C37H46ClF3IN4O10P2
Source: the Open Molecules 2025 dataset
Level of theory: the ωB97M-V functional and the def2-TZVPD basis

Structure (ORCA input):
```
! RIJCOSX wB97M-V def2-TZVPD def2/J DEFGRID3
* xyz -1 1
I 1.14 4.33 0.04
Cl -0.90 -2.71 0.51
P -2.77 -0.29 0.24
P -1.19 -1.18 -1.02
F -3.19 -2.13 -2.87
F -3.07 -3.27 -0.78
F -1.67 -3.69 -2.33
O -2.07 3.21 -2.60
O 1.47 -1.78 2.34
O 4.84 -5.03 8.20
O -4.77 9.35 -3.72
O 5.34 -4.39 6.20
O 0.38 -1.14 -5.02
O 1.74 -2.20 -6.32
O -5.23 7.28 -3.28
O 3.25 -1.45 3.52
O -3.74 2.85 -1.10
N 2.20 -2.02 3.29
N 5.50 -4.39 7.41
N 0.73 -1.54 -6.11
N -4.44 8.21 -3.42
C 2.54 -3.35 5.34
C -0.33 7.41 -2.81
C -1.27 -0.45 -7.07
C -2.10 8.96 -3.35
C -2.77 0.88 -2.64
C -0.60 -1.40 -9.61
C -1.26 6.38 -2.70
C 7.80 -2.69 9.82
C 2.13 -4.35 6.21
C 6.80 -3.51 9.32
C 1.76 -3.06 4.23
C -0.12 -1.22 -7.26
C 0.07 -0.13 -0.03
C 0.96 -5.06 5.96
C 0.22 -1.69 -8.52
C -2.87 2.38 -2.11
C -2.43 1.24 2.71
C -4.52 -0.75 -0.06
C -3.02 7.93 -3.23
C 8.55 -1.89 8.96
C 1.28 -2.85 -1.40
C -0.15 1.41 0.17
C 0.18 -4.75 4.85
C 7.32 -2.75 7.08
C -2.36 -2.52 -1.81
C 0.58 -3.75 3.98
C 0.32 -1.76 -2.07
C -1.42 0.10 -2.44
C 8.32 -1.93 7.59
C 1.07 2.20 -0.56
C -0.75 8.70 -3.14
C -1.75 -0.64 -9.42
C -2.47 -0.26 2.07
C -2.08 -0.16 -8.16
C 6.57 -3.54 7.94
C -5.62 0.46 -0.02
C -2.61 6.63 -2.91
H -4.42 3.44 -1.50
H 0.06 -2.18 -3.11
H -3.37 -0.76 2.58
H -6.63 0.01 0.25
H 9.32 -1.25 9.36
H 0.97 2.22 -1.69
H 0.13 -0.58 1.02
H 3.46 -2.81 5.54
H -1.56 -0.79 2.49
H 1.76 -2.51 -0.41
H -1.36 1.42 3.07
H -4.88 -1.47 0.78
H -2.98 0.43 -8.02
H 7.15 -2.77 6.01
H 2.19 -2.94 -2.12
H -0.02 9.50 -3.22
H 2.73 -4.59 7.08
H -3.74 0.33 -2.44
H 7.99 -2.66 10.89
H 0.72 7.21 -2.64
H 0.91 -0.82 -2.40
H -0.35 -1.77 -10.59
H -2.85 1.06 -3.79
H 0.65 -5.85 6.64
H -2.41 9.97 -3.60
H 1.17 -0.26 -0.35
H -2.40 -0.42 -10.27
H -5.72 0.87 -1.09
H -3.32 5.82 -2.82
H -2.65 2.01 1.91
H 8.91 -1.31 6.93
H -5.27 1.30 0.66
H 0.01 1.68 1.28
H 2.08 1.74 -0.31
H 1.12 -2.28 -8.68
H -3.08 1.33 3.64
H 0.85 -3.90 -1.35
H -4.78 -1.32 -1.02
H -0.03 -3.52 3.11
H -1.08 1.94 -0.15
H -0.93 5.38 -2.45
H -1.27 -0.51 -3.40
H 6.22 -4.12 10.00
H -0.73 -5.30 4.66
H -1.54 -0.07 -6.09
H -0.56 0.86 -2.50
*
```

These are the Löwdin partial charges, in e, on atoms 1 to 99: atom 1 (I): 0.6183, atom 2 (Cl): 0.3740, atom 3 (P): 0.8519, atom 4 (P): 0.3194, atom 5 (F): 0.0237, atom 6 (F): -0.1280, atom 7 (F): -0.0498, atom 8 (O): 0.0144, atom 9 (O): 0.0413, atom 10 (O): 0.0654, atom 11 (O): 0.0583, atom 12 (O): 0.0801, atom 13 (O): 0.0643, atom 14 (O): 0.0783, atom 15 (O): 0.0666, atom 16 (O): 0.0628, atom 17 (O): 0.0033, atom 18 (N): -0.3320, atom 19 (N): -0.3317, atom 20 (N): -0.3257, atom 21 (N): -0.3524, atom 22 (C): -0.0092, atom 23 (C): -0.0684, atom 24 (C): 0.0112, atom 25 (C): -0.0162, atom 26 (C): -0.1743, atom 27 (C): -0.0761, atom 28 (C): -0.0622, atom 29 (C): -0.0704, atom 30 (C): -0.0730, atom 31 (C): -0.0030, atom 32 (C): -0.1325, atom 33 (C): -0.1347, atom 34 (C): -0.3926, atom 35 (C): -0.0760, atom 36 (C): -0.0048, atom 37 (C): -0.3980, atom 38 (C): -0.1758, atom 39 (C): -0.4629, atom 40 (C): -0.1492, atom 41 (C): -0.0755, atom 42 (C): -0.2193, atom 43 (C): -0.3488, atom 44 (C): -0.0658, atom 45 (C): 0.0051, atom 46 (C): -0.5190, atom 47 (C): 0.0087, atom 48 (C): -0.3952, atom 49 (C): -0.3002, atom 50 (C): -0.0648, atom 51 (C): -0.6020, atom 52 (C): -0.0770, atom 53 (C): -0.0815, atom 54 (C): -0.4347, atom 55 (C): -0.0652, atom 56 (C): -0.1401, atom 57 (C): -0.1765, atom 58 (C): 0.0112, atom 59 (H): 0.1188, atom 60 (H): 0.0634, atom 61 (H): 0.0720, atom 62 (H): 0.0588, atom 63 (H): 0.1061, atom 64 (H): 0.0363, atom 65 (H): 0.0140, atom 66 (H): 0.1030, atom 67 (H): 0.0422, atom 68 (H): 0.0485, atom 69 (H): 0.0571, atom 70 (H): 0.0731, atom 71 (H): 0.1082, atom 72 (H): 0.1234, atom 73 (H): 0.0666, atom 74 (H): 0.1024, atom 75 (H): 0.0790, atom 76 (H): 0.0898, atom 77 (H): 0.1065, atom 78 (H): 0.1026, atom 79 (H): 0.0831, atom 80 (H): 0.1037, atom 81 (H): 0.1206, atom 82 (H): 0.1026, atom 83 (H): 0.1128, atom 84 (H): 0.0898, atom 85 (H): 0.1034, atom 86 (H): 0.0528, atom 87 (H): 0.1088, atom 88 (H): 0.0512, atom 89 (H): 0.1093, atom 90 (H): 0.0573, atom 91 (H): 0.0839, atom 92 (H): 0.0500, atom 93 (H): 0.1169, atom 94 (H): 0.0565, atom 95 (H): 0.0569, atom 96 (H): 0.0719, atom 97 (H): 0.0823, atom 98 (H): 0.0552, atom 99 (H): 0.0635

***

2.
Formula: C4H10Br2N2O4
Source: the Open Molecules 2025 dataset
Level of theory: the ωB97M-V functional and the def2-TZVPD basis

Output
ΔE to the lowest compared entry with this formula, charge and spin: 24.09 kcal/mol

Structure (ORCA input):
```
! RIJCOSX wB97M-V def2-TZVPD def2/J DEFGRID3
* xyz 0 1
Br -0.99 3.84 0.66
Br 0.59 1.38 2.52
O -5.97 -2.95 2.16
O 5.58 -0.60 -2.30
O -4.12 -3.60 1.34
O 3.83 -0.20 -3.47
N 4.39 -0.79 -2.57
N -5.13 -2.84 1.34
C -5.32 -1.77 0.36
C 0.93 3.55 0.57
C 3.64 -1.82 -1.90
C 1.56 2.96 1.89
H 2.59 -1.86 -2.19
H -5.23 -0.74 0.70
H 4.13 -2.77 -2.13
H -4.65 -1.95 -0.49
H 3.59 -1.72 -0.81
H 1.06 2.89 -0.29
H -6.30 -1.72 -0.11
H 1.48 4.44 0.27
H 1.77 3.65 2.72
H 2.57 2.60 1.72
*
```

Charges in e, computed with Löwdin, in the same order as the atoms: atom 1 (Br): 0.5703, atom 2 (Br): 0.5646, atom 3 (O): 0.0875, atom 4 (O): 0.0557, atom 5 (O): 0.0305, atom 6 (O): 0.0654, atom 7 (N): -0.4499, atom 8 (N): -0.4356, atom 9 (C): 0.0207, atom 10 (C): -0.6753, atom 11 (C): 0.0145, atom 12 (C): -0.6600, atom 13 (H): 0.1012, atom 14 (H): 0.1037, atom 15 (H): 0.1093, atom 16 (H): 0.0952, atom 17 (H): 0.1041, atom 18 (H): 0.0437, atom 19 (H): 0.0981, atom 20 (H): 0.0567, atom 21 (H): 0.0563, atom 22 (H): 0.0434

***

3.
Formula: C18H40N3O28PS6
Source: the Open Molecules 2025 dataset
Level of theory: the ωB97M-V functional and the def2-TZVPD basis

Structure (ORCA input):
```
! RIJCOSX wB97M-V def2-TZVPD def2/J DEFGRID3
* xyz 0 1
S 0.32 5.80 0.85
S -2.21 -4.85 -2.82
S 5.55 4.25 -5.19
S 0.96 -0.10 -5.02
S 0.57 -3.34 3.42
S -3.00 -4.33 7.09
P -1.40 -1.35 -0.84
O -0.10 -0.77 -5.66
O 0.76 0.33 -0.39
O -4.38 -3.49 7.11
O 2.05 2.85 0.72
O -1.49 -4.59 -1.63
O 6.58 4.23 -4.22
O -1.57 -5.01 -4.08
O -1.03 5.91 0.43
O -1.92 -3.42 6.90
O 0.77 1.06 -4.20
O 1.18 4.72 0.46
O -3.25 -5.10 5.70
O -3.18 -6.11 -2.58
O 1.91 -3.73 4.23
O -3.36 -3.72 -2.97
O 4.54 3.02 -4.89
O 4.53 5.45 -4.83
O 2.09 0.23 -6.12
O -3.08 -1.17 -0.91
O 1.81 -1.18 -4.17
O -0.02 -4.53 2.93
O 1.87 2.00 1.82
O 5.82 4.27 -6.58
O 0.86 -2.22 2.58
O 0.35 5.93 2.46
O -0.28 -2.81 4.68
O 1.07 7.20 0.52
O -3.04 -5.27 8.15
N -0.91 3.69 -1.38
N 0.09 0.62 2.43
N -0.74 -1.44 -2.47
C -4.62 -4.37 -3.18
C -4.59 -4.89 5.25
C 1.08 8.01 1.70
C 1.87 -3.13 5.53
C 2.95 -1.59 -4.94
C -0.61 0.22 -0.05
C -4.97 -3.53 5.80
C -1.39 1.45 -0.71
C -0.48 2.50 -1.36
C 3.41 3.51 -4.16
C 3.21 4.92 -4.65
C 1.17 7.03 2.85
C 1.56 -0.81 -0.02
C 3.33 -0.37 -5.75
C 0.47 2.02 2.24
C -0.95 0.14 1.50
C -4.53 -5.66 -2.40
C 0.40 -3.11 5.90
H -3.31 -1.07 -1.84
H 1.92 8.70 1.67
H 0.47 2.55 3.22
H -1.90 0.65 1.79
H 2.19 6.66 2.98
H 2.46 -3.70 6.24
H -4.54 -2.72 5.21
H -4.68 -5.49 -1.33
H 2.38 -0.42 0.64
H 2.64 -2.41 -5.59
H 1.02 -1.58 0.59
H -1.13 -0.93 1.74
H 0.88 0.00 2.52
H 2.54 2.88 -4.33
H -5.43 -3.73 -2.83
H -0.23 4.30 -1.84
H 2.66 5.53 -3.94
H -6.05 -3.40 5.87
H -0.07 2.55 1.44
H 2.07 -1.22 -0.92
H 2.70 4.94 -5.61
H 2.42 2.34 -0.03
H -5.23 -6.41 -2.75
H 3.67 3.49 -3.09
H -4.64 -4.92 4.16
H -5.22 -5.68 5.66
H 0.50 2.30 -1.85
H 3.89 0.35 -5.14
H 3.91 -0.62 -6.63
H 0.06 -4.09 6.24
H 0.16 -1.91 -2.33
H 0.82 7.46 3.78
H -2.14 1.14 -1.47
H 0.17 -2.37 6.66
H 3.75 -1.93 -4.29
H -4.73 -4.56 -4.25
H 2.27 -2.12 5.45
H -1.94 1.97 0.10
H 0.15 8.58 1.73
H -0.48 -0.48 -2.73
*
```

Charges in e, computed with Löwdin, in the same order as the atoms: atom 1 (S): 0.6331, atom 2 (S): 0.5949, atom 3 (S): 0.6153, atom 4 (S): 0.5988, atom 5 (S): 0.6301, atom 6 (S): 0.6372, atom 7 (P): 0.9240, atom 8 (O): -0.1977, atom 9 (O): -0.2074, atom 10 (O): -0.1818, atom 11 (O): -0.1152, atom 12 (O): -0.2389, atom 13 (O): -0.2164, atom 14 (O): -0.2185, atom 15 (O): -0.2227, atom 16 (O): -0.2321, atom 17 (O): -0.2388, atom 18 (O): -0.2444, atom 19 (O): -0.1777, atom 20 (O): -0.1877, atom 21 (O): -0.1821, atom 22 (O): -0.2116, atom 23 (O): -0.2034, atom 24 (O): -0.1853, atom 25 (O): -0.1831, atom 26 (O): -0.3047, atom 27 (O): -0.2059, atom 28 (O): -0.2014, atom 29 (O): -0.1397, atom 30 (O): -0.2163, atom 31 (O): -0.2434, atom 32 (O): -0.1880, atom 33 (O): -0.1822, atom 34 (O): -0.1915, atom 35 (O): -0.2052, atom 36 (N): 0.0931, atom 37 (N): -0.0217, atom 38 (N): -0.1244, atom 39 (C): -0.1707, atom 40 (C): -0.1629, atom 41 (C): -0.1758, atom 42 (C): -0.1576, atom 43 (C): -0.1554, atom 44 (C): -0.5383, atom 45 (C): -0.1646, atom 46 (C): -0.1164, atom 47 (C): -0.2344, atom 48 (C): -0.1665, atom 49 (C): -0.1591, atom 50 (C): -0.1701, atom 51 (C): -0.0936, atom 52 (C): -0.1584, atom 53 (C): -0.1699, atom 54 (C): -0.1846, atom 55 (C): -0.1721, atom 56 (C): -0.1978, atom 57 (H): 0.0377, atom 58 (H): 0.1342, atom 59 (H): 0.1256, atom 60 (H): 0.1249, atom 61 (H): 0.1343, atom 62 (H): 0.1363, atom 63 (H): 0.1364, atom 64 (H): 0.1331, atom 65 (H): 0.0957, atom 66 (H): 0.1373, atom 67 (H): 0.0618, atom 68 (H): 0.0812, atom 69 (H): 0.0760, atom 70 (H): 0.1142, atom 71 (H): 0.1353, atom 72 (H): 0.0448, atom 73 (H): 0.1366, atom 74 (H): 0.1361, atom 75 (H): 0.1227, atom 76 (H): 0.0861, atom 77 (H): 0.1364, atom 78 (H): 0.1023, atom 79 (H): 0.1336, atom 80 (H): 0.1361, atom 81 (H): 0.1383, atom 82 (H): 0.1340, atom 83 (H): 0.1035, atom 84 (H): 0.1223, atom 85 (H): 0.1400, atom 86 (H): 0.1181, atom 87 (H): 0.0195, atom 88 (H): 0.1340, atom 89 (H): 0.0986, atom 90 (H): 0.1318, atom 91 (H): 0.1388, atom 92 (H): 0.1334, atom 93 (H): 0.1333, atom 94 (H): 0.1112, atom 95 (H): 0.1324, atom 96 (H): 0.0030

***

4.
Formula: C8H7O2S
Source: the Open Molecules 2025 dataset
Level of theory: the ωB97M-V functional and the def2-TZVPD basis

Output
ΔE to the lowest compared entry with this formula, charge and spin: 53.15 kcal/mol

Structure (ORCA input):
```
! RIJCOSX wB97M-V def2-TZVPD def2/J DEFGRID3
* xyz -1 1
S -1.41 -0.25 -2.11
O -0.62 -2.44 -3.33
O -0.84 -4.42 -0.05
C -0.32 -3.49 -0.56
C -1.76 -0.29 0.57
C -0.54 1.66 -0.29
C 0.21 -2.42 -1.04
C -2.15 -0.90 1.53
C -0.49 -1.86 -2.28
C -1.37 0.39 -0.54
C 1.33 -1.62 -0.54
H -0.93 2.23 0.51
H 1.41 -1.38 0.53
H 2.27 -1.97 -0.84
H 0.50 1.51 -0.08
H -0.58 2.32 -1.23
H -2.59 -1.18 2.46
H 1.18 -0.58 -1.01
*
```

Charges in e, computed with Löwdin, in the same order as the atoms: atom 1 (S): 0.9239, atom 2 (O): -0.0340, atom 3 (O): 0.1441, atom 4 (C): -0.1442, atom 5 (C): -0.3338, atom 6 (C): -0.1761, atom 7 (C): -0.2760, atom 8 (C): 0.0319, atom 9 (C): -0.6377, atom 10 (C): -0.7616, atom 11 (C): -0.0650, atom 12 (H): 0.0326, atom 13 (H): 0.0891, atom 14 (H): 0.0479, atom 15 (H): 0.0221, atom 16 (H): 0.0703, atom 17 (H): -0.0227, atom 18 (H): 0.0894

***

Record order is preserved below.
Orbital gap: 4.1 10.2 7.6 5.8 eV
Record order is preserved below.
HOMO energy: -3.698 -10.194 -7.269 -2.223 eV